1.
{"formula": "C33H55Cl4N7", "method": "ωB97M-V/def2-TZVPD", "symbols": ["Cl", "C", "Cl", "Cl", "Cl", "C", "C", "C", "N", "C", "H", "H", "H", "H", "H", "C", "C", "C", "N", "C", "H", "H", "H", "H", "H", "C", "C", "C", "N", "C", "H", "H", "H", "H", "H", "C", "C", "C", "N", "C", "H", "H", "H", "H", "H", "C", "C", "C", "N", "C", "H", "H", "H", "H", "H", "C", "C", "N", "C", "C", "C", "C", "H", "H", "H", "H", "H", "H", "H", "H", "H", "H", "H", "H", "H", "H", "H", "C", "C", "N", "C", "C", "C", "C", "H", "H", "H", "H", "H", "H", "H", "H", "H", "H", "H", "H", "H", "H", "H"], "positions_angstrom": [[0.82670, 0.20667, 1.19932], [0.72543, 1.94672, 0.63596], [-0.79224, 2.01343, -0.25875], [0.62958, 3.05065, 1.98860], [2.13439, 2.30465, -0.41582], [-2.78696, 4.60727, 1.65000], [-3.15820, 3.32819, 2.03635], [-4.12700, 3.56620, 3.09744], [-4.30049, 4.90082, 3.28863], [-3.57762, 5.53606, 2.34089], [-2.06729, 4.90849, 0.90317], [-2.81917, 2.35508, 1.71304], [-4.70084, 2.86058, 3.67986], [-4.94537, 5.32139, 3.94235], [-3.61879, 6.61527, 2.33946], [5.67554, 3.40788, -3.54488], [6.52278, 4.48168, -3.48678], [6.19777, 5.21443, -2.33408], [5.20833, 4.57218, -1.65092], [4.92680, 3.43672, -2.36959], [5.49377, 2.59506, -4.23240], [7.29698, 4.82778, -4.15553], [6.58726, 6.17002, -2.01545], [4.83366, 4.88513, -0.76674], [4.21983, 2.69967, -2.01836], [4.14574, 4.79345, 1.18769], [3.24271, 5.70762, 0.52230], [3.77474, 6.99480, 0.58253], [5.00772, 6.91819, 1.20448], [5.26278, 5.57772, 1.56566], [4.09360, 3.71628, 1.24595], [2.29806, 5.53552, 0.02793], [3.38856, 7.93184, 0.20939], [5.58402, 7.73191, 1.36523], [6.23191, 5.23167, 1.89342], [2.21721, -2.43202, -3.22281], [2.31563, -1.23482, -2.54967], [1.04056, -0.72736, -2.35856], [0.14845, -1.63001, -2.87352], [0.82310, -2.67917, -3.37417], [3.02762, -3.14078, -3.30826], [3.24499, -0.81783, -2.19077], [0.69517, 0.17149, -1.86951], [-0.85719, -1.53640, -2.86669], [0.26845, -3.51190, -3.78079], [-1.55510, 0.48564, 4.53137], [-2.45601, 0.26382, 5.60404], [-2.28368, -1.05200, 6.04476], [-1.30622, -1.63174, 5.30505], [-0.80560, -0.73720, 4.45138], [-1.35519, 1.37906, 3.95846], [-3.05832, 1.08256, 5.96910], [-2.71419, -1.66841, 6.82007], [-1.00491, -2.58886, 5.42005], [-0.00459, -1.02186, 3.78523], [-2.72551, -1.29898, -0.45491], [-3.11528, -0.53527, -1.71313], [-2.66842, -1.15019, -2.96489], [-3.48650, -2.36433, -3.20862], [-3.00445, -3.26843, -4.32077], [-2.89989, -0.26703, -4.10611], [-1.97362, 0.91456, -3.96990], [-3.20177, -0.73625, 0.34798], [-1.65736, -1.23710, -0.24673], [-3.06000, -2.33622, -0.43579], [-4.19978, -0.42595, -1.71538], [-2.70560, 0.44960, -1.48890], [-3.38369, -3.05188, -2.36910], [-4.55019, -2.13153, -3.25819], [-1.91834, -3.33578, -4.38343], [-3.41271, -4.26274, -4.13975], [-3.38358, -3.03677, -5.31611], [-3.94016, 0.04311, -4.20483], [-2.58103, -0.79766, -5.00324], [-2.18519, 1.70168, -3.24616], [-1.84231, 1.39784, -4.93803], [-0.97968, 0.53908, -3.72659], [-2.67041, -5.28287, 1.85711], [-1.44407, -4.35183, 1.62769], [-0.18513, -4.92339, 1.93304], [0.35478, -6.06351, 1.14591], [1.67198, -6.67893, 1.59170], [0.75992, -3.75299, 1.78493], [1.06494, -3.30793, 0.38609], [-2.71959, -6.08423, 1.11988], [-3.51356, -4.59425, 1.80251], [-2.60364, -5.71978, 2.85347], [-1.58638, -4.07450, 0.58321], [-1.59535, -3.46287, 2.24004], [-0.43667, -6.81244, 1.17414], [0.42819, -5.72673, 0.11185], [2.53053, -6.05643, 1.33972], [1.67672, -6.89193, 2.66067], [1.79616, -7.66824, 1.15130], [1.73085, -4.01299, 2.20658], [0.42889, -2.90172, 2.37979], [1.68188, -2.40934, 0.38750], [0.17091, -2.90254, -0.08768], [1.53926, -4.05357, -0.25199]], "forces_ev_per_angstrom": [[0.325, 0.998, -0.040], [0.051, -1.129, 0.013], [0.079, 0.360, -0.418], [0.280, -0.097, -0.019], [-0.768, -0.117, 0.487], [-0.575, 1.831, -0.467], [-2.403, 0.372, 3.094], [1.163, -1.642, -1.071], [-0.111, -1.182, -0.864], [1.307, 0.769, -0.027], [-0.054, -0.146, -0.053], [-0.025, 0.194, 0.052], [0.173, -0.047, -0.018], [0.175, -0.128, -0.278], [0.338, -0.062, -0.311], [-1.714, -1.736, 1.478], [0.815, 2.568, 0.778], [0.484, -0.066, -0.709], [0.990, -0.506, -1.418], [-0.577, -0.057, -0.037], [0.558, 0.209, -0.270], [-0.161, -0.228, -0.204], [0.003, -0.137, 0.102], [-0.092, -0.280, -0.176], [-0.020, 0.159, -0.054], [1.099, 2.282, -0.210], [0.259, 0.890, 0.562], [0.487, -1.389, 0.335], [-0.520, -1.452, -0.053], [-1.492, 0.247, -0.858], [-0.090, 0.157, 0.110], [0.033, -0.388, 0.194], [0.038, -0.124, 0.085], [0.086, -0.451, 0.078], [-0.133, 0.303, 0.266], [-1.918, -1.790, 0.042], [-0.061, 1.428, 0.693], [0.068, 0.008, 0.111], [1.195, 0.377, 0.335], [1.595, -0.464, -0.369], [-0.155, -0.002, -0.510], [-0.129, 0.242, -0.034], [0.078, -0.081, -0.141], [-0.645, 0.170, -0.029], [0.271, -0.038, -0.065], [1.669, -2.768, 0.603], [0.308, -0.257, -0.211], [-0.735, 0.580, 0.424], [-0.143, -0.091, 0.584], [-0.267, 2.191, -1.844], [-0.133, -0.059, 0.114], [-0.356, -0.508, 0.328], [-0.320, 0.455, 0.040], [0.035, 0.304, -0.100], [-0.063, 0.145, -0.001], [-0.138, 0.180, 0.106], [0.143, -0.371, 0.759], [-1.350, -0.662, -0.262], [0.909, -0.711, 1.019], [-0.455, -0.141, -1.024], [1.007, 0.533, 0.487], [0.943, 0.653, -0.685], [-0.103, -0.300, 0.315], [0.130, -0.192, -0.225], [0.038, 0.081, 0.107], [-0.374, 0.105, -0.136], [0.104, 0.138, -0.943], [-0.046, 0.519, 0.568], [-0.219, 0.192, -0.311], [-0.033, 0.037, 0.164], [0.196, -0.129, 0.130], [0.126, 0.403, -0.077], [-0.336, -0.103, 0.005], [-0.268, -0.091, -0.037], [-0.475, -0.219, 0.037], [-0.162, 0.187, -0.046], [0.055, 0.007, 0.051], [1.034, 0.682, 0.432], [-2.425, -1.624, -0.585], [2.976, 1.433, 0.614], [-1.617, 0.481, -0.100], [-0.225, 0.047, 0.497], [1.062, -1.109, 0.712], [-0.544, 1.087, -0.746], [-0.189, 0.131, -0.027], [-0.388, -0.486, -0.087], [-0.199, -0.058, 0.049], [0.420, 0.487, -0.454], [0.150, 0.022, 0.003], [0.073, -0.215, -0.038], [0.080, -0.294, -0.380], [0.010, -0.065, 0.036], [-0.026, 0.353, 0.167], [0.004, 0.154, -0.417], [-0.012, -0.325, 0.389], [-0.386, -0.125, 0.044], [0.488, -0.192, 0.199], [-0.201, -0.416, -0.416], [-0.076, 0.101, 0.057]], "mulliken_charge": [0.01, 0.03, -0.06, -0.08, 0.04, -0.24, 0.04, -0.98, 0.06, -0.77, 0.46, 0.46, 0.42, 0.20, 0.39, -0.64, -0.73, -0.28, 0.06, -0.21, 0.41, 0.40, 0.36, 0.48, 0.10, -0.48, -0.07, -0.67, 0.00, -0.44, 0.44, 0.36, 0.40, 0.19, 0.36, -0.96, -0.37, -0.35, 0.53, -0.39, 0.40, 0.48, 0.18, 0.18, 0.31, 0.02, -0.70, -0.61, 0.08, -0.70, 0.47, 0.40, 0.39, 0.23, 0.36, -1.02, -0.57, 0.67, -0.58, -1.40, -0.64, -1.07, 0.47, -0.03, 0.38, 0.35, 0.11, 0.26, 0.42, 0.16, 0.45, 0.34, 0.37, 0.41, 0.26, 0.44, 0.17, -1.62, -0.26, 0.14, -0.28, -1.41, -0.24, -0.77, 0.33, 0.50, 0.37, 0.23, 0.32, 0.42, 0.34, 0.27, 0.32, 0.44, 0.40, -0.39, 0.48, 0.08, 0.39], "orbital_gap_ev": 7.790, "e_homo_ev": -7.6, "fmax_ev_per_a": 3.936, "spin_multiplicity": 1}

=====

2.
{"formula": "C26H26F5OSi", "method": "ωB97M-V/def2-TZVPD", "symbols": ["C", "Si", "C", "C", "O", "C", "C", "C", "C", "F", "C", "F", "C", "F", "C", "F", "C", "F", "H", "H", "H", "H", "H", "H", "H", "H", "H", "H", "H", "C", "C", "C", "C", "C", "C", "C", "C", "C", "C", "C", "C", "C", "C", "C", "H", "H", "H", "H", "H", "H", "H", "H", "H", "H", "H", "H", "H", "H", "H"], "positions_angstrom": [[-2.88234, 1.75469, 3.84863], [-3.02125, 0.02902, 3.12888], [-2.81377, -1.28100, 4.44405], [-4.52088, -0.23483, 2.06131], [-1.78391, -0.19317, 1.95723], [-0.86956, -0.95425, 1.38889], [-1.22906, -2.29043, 0.72540], [0.47883, -0.57647, 1.74767], [1.38315, -1.51699, 2.31167], [1.24427, -2.84935, 2.03835], [2.40928, -1.17234, 3.18521], [3.13347, -2.13591, 3.79891], [2.66371, 0.16928, 3.44703], [3.59561, 0.50060, 4.35913], [1.95010, 1.15426, 2.75883], [2.27846, 2.44719, 2.98207], [0.93454, 0.78851, 1.88815], [0.39833, 1.76657, 1.10796], [-3.66109, 1.98754, 4.59321], [-1.91707, 1.88870, 4.35283], [-2.95176, 2.51361, 3.05967], [-3.59950, -1.21113, 5.20730], [-2.86422, -2.27978, 3.99967], [-1.84665, -1.18033, 4.94721], [-5.45420, -0.08468, 2.61538], [-4.50414, 0.44883, 1.20649], [-4.51532, -1.25935, 1.67501], [-0.23510, -2.72838, 0.67010], [-1.78090, -2.84619, 1.52308], [-0.97922, 3.02621, -2.37646], [-1.23874, 1.58624, -2.09665], [-2.50974, 1.23188, -1.63122], [-2.79902, -0.09013, -1.31507], [-1.75404, -1.02517, -1.36321], [-1.88204, -2.37371, -0.64248], [-1.50464, -3.63382, -1.51682], [-1.84688, -4.90887, -1.03469], [-1.60871, -6.06908, -1.78219], [-1.00214, -6.02645, -3.05129], [-0.71843, -7.29590, -3.83865], [-0.70911, -4.75185, -3.55426], [-0.99246, -3.58943, -2.82059], [-0.52461, -0.70005, -1.92003], [-0.25687, 0.61256, -2.27255], [-0.17205, 3.15054, -3.10299], [-1.89381, 3.48971, -2.76537], [-0.69965, 3.57540, -1.46653], [-3.26900, 2.00585, -1.49210], [-3.80288, -0.38590, -0.97131], [-2.94799, -2.53037, -0.42410], [-2.35717, -4.99963, -0.06823], [-1.90953, -7.04680, -1.38641], [0.08081, -7.15308, -4.57640], [-0.42048, -8.11826, -3.17530], [-1.59967, -7.64599, -4.39633], [-0.25619, -4.66400, -4.54942], [-0.80506, -2.63963, -3.31275], [0.24193, -1.47348, -2.03026], [0.73475, 0.87988, -2.64240]], "forces_ev_per_angstrom": [[0.289, -0.043, -0.272], [-1.542, 0.354, 0.703], [0.347, -0.026, -0.364], [0.009, 0.047, 0.193], [2.777, -1.528, -1.955], [-2.794, 0.704, 1.121], [1.770, 0.123, 1.741], [2.040, 1.053, 0.295], [-0.337, -1.395, -0.641], [0.096, 1.470, 0.785], [0.438, -0.604, 0.385], [-0.748, 0.991, -0.718], [0.619, -0.119, 0.897], [-1.056, -0.280, -1.246], [0.241, 0.837, 0.140], [-0.427, -1.254, -0.509], [-0.860, 0.475, -0.492], [0.161, -1.244, 1.195], [0.149, -0.337, -0.305], [-0.115, -0.014, -0.076], [0.018, -0.111, 0.115], [0.116, 0.101, -0.238], [-0.022, 0.016, 0.115], [-0.102, -0.032, 0.029], [0.130, -0.013, -0.103], [-0.049, -0.040, 0.132], [-0.057, 0.059, 0.010], [-0.214, -0.429, -0.236], [0.192, 0.300, -0.592], [0.080, 0.545, -0.178], [-0.170, 0.057, 0.182], [-0.053, -0.322, -0.092], [0.361, -0.087, 0.363], [-0.337, -0.846, 0.309], [-1.594, -0.125, -1.830], [-0.201, -0.049, 0.315], [0.047, -0.128, -0.035], [0.029, -0.013, -0.033], [-0.103, 0.370, 0.246], [-0.027, 0.017, 0.042], [-0.141, -0.171, 0.155], [0.200, 0.029, -0.042], [0.358, 0.191, 0.424], [-0.050, 0.180, -0.034], [-0.138, 0.074, 0.070], [0.311, 0.039, -0.005], [-0.026, -0.157, -0.154], [0.201, -0.236, -0.220], [0.611, 0.135, -0.097], [0.078, 0.202, -0.226], [0.263, -0.030, -0.284], [0.122, 0.451, -0.033], [-0.160, 0.082, 0.232], [-0.056, 0.252, -0.106], [0.123, 0.220, 0.207], [-0.246, 0.050, 0.408], [-0.026, -0.219, 0.123], [-0.193, 0.410, 0.210], [-0.336, 0.018, -0.025]], "mulliken_charge": [-1.05, 0.24, -1.04, -0.94, -0.24, 0.87, -1.04, -0.24, 0.01, -0.30, 0.25, -0.26, 0.66, -0.25, 0.04, -0.26, 0.04, -0.29, 0.37, 0.33, 0.34, 0.41, 0.33, 0.34, 0.48, 0.26, 0.29, 0.70, 0.53, -1.48, 1.02, -0.84, -0.53, 0.00, 1.16, -0.26, -0.56, -0.79, 0.80, -1.36, -1.10, -0.24, -0.46, -1.17, 0.39, 0.40, 0.25, 0.43, 0.57, 0.52, 0.34, 0.36, 0.37, 0.37, 0.28, 0.35, 0.58, 0.64, 0.36], "orbital_gap_ev": 5.896, "e_homo_ev": -11.3, "fmax_ev_per_a": 3.724, "spin_multiplicity": 1, "charge": 1, "de_lowest_kcal_mol": 12.85}